(1)
3 unconnected molecules or ions with the total composition C12H16F2O10. Source: the OMol25 dataset; level of theory: ωB97M-V/def2-TZVPD.

Values from the calculation:
HOMO-LUMO gap   10.62 eV
HOMO energy   -10.3 eV
SMILES string   O=C1OC[C@@H](F)O1.O=C1OC[C@@H](F)O1.O=COCCCCC(=O)O

Structure (ORCA input):
```
! RIJCOSX wB97M-V def2-TZVPD def2/J DEFGRID3
* xyz 0 1
O 3.93 -1.04 -1.81
C 4.46 -2.04 -1.46
O 5.77 -2.30 -1.58
C 6.06 -3.53 -0.90
C 4.70 -4.20 -0.88
F 4.49 -4.93 0.24
O 3.82 -3.09 -0.89
H 6.39 -3.31 0.12
H 6.82 -4.08 -1.43
H 4.49 -4.83 -1.75
O -6.08 5.78 -0.30
C -5.76 4.84 0.34
O -5.23 4.90 1.58
C -5.13 3.56 2.10
C -5.12 2.74 0.83
F -5.74 1.54 0.98
O -5.87 3.54 -0.06
H -6.01 3.34 2.70
H -4.23 3.45 2.69
H -4.12 2.57 0.42
O -1.83 2.14 1.72
C -1.02 1.82 0.91
O -1.21 0.78 0.07
C -0.49 0.81 -1.17
C -0.21 -0.61 -1.61
C 0.88 -1.39 -0.84
C 1.45 -0.75 0.43
C 0.67 -0.87 1.73
O 1.12 -0.48 2.77
O -0.52 -1.51 1.70
H -0.04 2.32 0.81
H 0.44 1.38 -1.07
H -1.10 1.32 -1.91
H -1.15 -1.16 -1.63
H 0.10 -0.53 -2.66
H 1.72 -1.61 -1.49
H 0.46 -2.35 -0.54
H 1.71 0.30 0.30
H 2.39 -1.25 0.66
H -1.01 -1.27 0.90
*
```

=====

(2)
2 unconnected molecules or ions with the total composition C12H16F9NO4PS. Source: the OMol25 dataset; level of theory: ωB97M-V/def2-TZVPD.

Values from the calculation:
HOMO-LUMO gap   5.77 eV
HOMO energy   -4.2 eV

Structure (ORCA input):
```
! RIJCOSX wB97M-V def2-TZVPD def2/J DEFGRID3
* xyz -1 1
F 3.76 -1.98 1.96
C 3.10 -0.95 2.55
F 3.04 -1.27 3.88
C 1.69 -0.82 2.01
C 0.69 -0.07 2.86
P -1.10 -0.63 2.49
O -1.78 0.87 3.10
C -2.75 1.26 2.15
C -2.41 0.62 0.77
O -1.08 0.17 0.93
C 3.97 0.34 2.51
F 3.25 1.44 2.84
F 4.96 0.21 3.44
S 4.88 0.66 0.86
F 5.98 1.54 1.62
F 5.78 -0.61 1.08
F 3.82 -0.16 0.04
F 4.06 1.99 0.60
F 5.66 0.92 -0.49
H 1.67 -0.41 1.01
H 1.33 -1.85 1.92
H 0.83 -0.19 3.92
H 0.72 1.00 2.66
H -2.47 -1.10 2.35
H -1.12 -1.31 3.79
H -0.69 -1.91 1.91
H -2.56 2.33 2.01
H -3.78 1.13 2.45
H -2.36 1.35 -0.04
H -3.09 -0.18 0.50
C -1.10 -0.31 -5.47
C -1.76 -1.45 -5.02
C -2.73 -1.35 -4.04
C -3.02 -0.11 -3.51
C -2.38 1.03 -3.94
C -1.41 0.93 -4.92
N -4.06 -0.01 -2.48
O -4.59 -1.03 -2.11
O -4.32 1.10 -2.06
H -0.35 -0.38 -6.24
H -1.51 -2.41 -5.45
H -3.24 -2.24 -3.69
H -2.62 1.99 -3.50
H -0.89 1.82 -5.26
*
```

=====

(3)
A molecular structure, C12H16FPtS3. Source: the OMol25 dataset; level of theory: ωB97M-V/def2-TZVPD.

Values from the calculation:
HOMO-LUMO gap (alpha / beta)   6.22 / 6.26 eV
HOMO energy (alpha / beta)   -11.0 / -10.8 eV

Structure (ORCA input):
```
! RIJCOSX wB97M-V def2-TZVPD def2/J DEFGRID3
* xyz 1 1
Pt -0.75 -0.05 0.01
C -0.22 -3.26 0.94
C 0.19 -3.34 -0.53
S -0.54 -1.97 -1.48
C 0.87 -1.36 -2.46
C 2.03 -0.78 -1.65
S 1.50 0.53 -0.47
C 2.24 -0.04 1.08
C 1.83 -1.42 1.56
S 0.03 -1.64 1.72
H 0.28 -4.03 1.53
H -1.30 -3.43 1.04
H -0.16 -4.28 -0.95
H 1.27 -3.31 -0.64
H 0.42 -0.59 -3.09
H 1.22 -2.15 -3.12
H 2.76 -0.34 -2.33
H 2.54 -1.56 -1.09
H 1.95 0.72 1.80
H 3.33 0.01 0.98
H 2.27 -1.59 2.55
H 2.22 -2.20 0.90
F -3.32 5.45 0.36
C -2.70 4.26 0.34
C -1.37 4.21 -0.04
C -0.73 2.99 -0.05
C -1.42 1.81 0.28
C -2.75 1.92 0.71
C -3.41 3.13 0.71
H -0.86 5.13 -0.32
H 0.30 2.94 -0.36
H -3.29 1.04 1.04
H -4.44 3.22 1.02
*
```

=====

(4)
A gas-phase ion, C12H16N (charge +1). Source: the OMol25 dataset; level of theory: ωB97M-V/def2-TZVPD.

Values from the calculation:
Relative energy (zero: lowest compared OMol25 entry of this formula, charge and spin)   1.839 eV
HOMO-LUMO gap (alpha / beta)   6.75 / 6.75 eV
HOMO energy (alpha / beta)   -12.2 / -12.2 eV

Structure (ORCA input):
```
! RIJCOSX wB97M-V def2-TZVPD def2/J DEFGRID3
* xyz 1 1
C 3.34 0.08 -0.53
C 3.10 -0.88 0.52
C 2.29 0.86 -1.01
C 1.89 -0.99 1.08
C 1.02 0.69 -0.36
C 0.84 -0.21 0.76
C -0.98 2.01 0.33
C -1.08 0.96 1.54
C -0.10 1.50 -0.66
C -0.62 -0.34 0.96
C -0.77 -1.79 -1.07
C -2.71 -0.45 -0.53
N -1.35 -0.68 -0.23
H 4.30 0.04 -0.98
H 3.85 -1.59 0.87
H 2.14 1.63 -1.81
H 1.87 -1.61 1.94
H -1.92 2.33 -0.18
H -0.39 2.93 0.72
H -0.51 1.22 2.44
H -2.08 1.04 1.88
H -0.19 1.82 -1.65
H -0.80 -1.25 1.57
H -0.93 -2.72 -0.48
H -1.28 -1.82 -2.04
H 0.26 -1.71 -1.31
H -3.50 -1.22 -0.21
H -3.02 0.48 0.00
H -2.68 -0.32 -1.59
*
```

=====

(5)
A single C12H16N2 molecule. Source: the OMol25 dataset; level of theory: ωB97M-V/def2-TZVPD.

Values from the calculation:
Relative energy (zero: lowest compared OMol25 entry of this formula, charge and spin)   4.668 eV
HOMO-LUMO gap   8.44 eV
HOMO energy   -7.5 eV
SMILES string   c1ccc2c(c1)CN1CCC[C@@H]1CN2

Structure (ORCA input):
```
! RIJCOSX wB97M-V def2-TZVPD def2/J DEFGRID3
* xyz 0 1
C -3.62 -0.72 0.21
C -3.68 0.48 0.88
C -2.55 1.23 0.57
C -1.47 0.71 -0.11
C -1.38 -0.62 -0.52
C -2.58 -1.36 -0.43
C -0.03 -1.33 -1.01
N 1.10 -0.90 -0.40
C 1.36 -1.17 0.96
C 2.82 -0.69 1.21
C 2.96 0.58 0.32
C 1.80 0.29 -0.75
C 0.85 1.56 -0.95
N -0.28 1.65 -0.10
H -4.49 -1.35 0.22
H -4.54 0.82 1.54
H -2.28 2.34 0.77
H -2.65 -2.38 -1.10
H -0.03 -1.10 -2.16
H -0.31 -2.36 -0.98
H 1.35 -2.19 1.14
H 0.58 -0.53 1.43
H 3.32 -0.38 2.20
H 3.53 -1.45 0.96
H 2.90 1.69 0.94
H 4.02 0.36 -0.32
H 2.19 0.24 -1.75
H 0.29 1.55 -2.01
H 1.35 2.49 -0.83
H -0.57 2.51 0.09
*
```

=====

(6)
2 unconnected molecules or ions with the total composition C12H16N2O. Source: the OMol25 dataset; level of theory: ωB97M-V/def2-TZVPD.

Values from the calculation:
Relative energy (zero: lowest compared OMol25 entry of this formula, charge and spin)   0.348 eV
HOMO-LUMO gap   8.88 eV
HOMO energy   -8.2 eV
SMILES string   Cc1c[nH]c2ccccc12.CCC(N)=O

Structure (ORCA input):
```
! RIJCOSX wB97M-V def2-TZVPD def2/J DEFGRID3
* xyz 0 1
C 1.74 -2.09 2.44
C 1.94 -1.00 1.44
C 2.57 -1.13 0.24
N 2.28 -0.10 -0.62
C 1.45 0.78 0.06
C 0.85 1.96 -0.36
C -0.09 2.57 0.46
C -0.49 1.91 1.62
C 0.12 0.75 2.08
C 1.15 0.21 1.31
H 2.45 -2.09 3.28
H 1.76 -3.07 1.98
H 0.76 -1.97 2.90
H 3.31 -1.88 -0.01
H 2.78 0.20 -1.44
H 1.20 2.37 -1.30
H -0.69 3.35 0.02
H -1.16 2.37 2.34
H -0.10 0.42 3.09
C -3.12 -1.27 -0.16
C -2.68 0.04 -0.90
C -1.83 -0.30 -2.10
N -0.75 -1.10 -1.85
O -2.08 0.08 -3.23
H -3.27 -2.10 -0.84
H -3.97 -1.01 0.47
H -2.33 -1.53 0.55
H -3.59 0.48 -1.29
H -2.11 0.64 -0.22
H 0.02 -1.15 -2.49
H -0.56 -1.41 -0.91
*
```

=====

(7)
A single C12H16N2O4 molecule. Source: the OMol25 dataset; level of theory: ωB97M-V/def2-TZVPD.

Values from the calculation:
Relative energy (zero: lowest compared OMol25 entry of this formula, charge and spin)   4.838 eV
HOMO-LUMO gap   9.42 eV
HOMO energy   -9.0 eV
SMILES string   C[C@H](NC(=O)[C@@H](N)Cc1ccc(O)cc1)C(=O)O

Structure (ORCA input):
```
! RIJCOSX wB97M-V def2-TZVPD def2/J DEFGRID3
* xyz 0 1
C 0.18 3.10 1.09
C -0.17 1.55 1.59
N -1.64 1.18 1.44
C -1.79 -0.29 1.87
O -2.24 -0.46 2.95
C -1.17 -1.23 0.71
N -1.72 -2.66 0.85
C -1.44 -0.60 -0.70
C -0.29 -0.79 -1.59
C 0.37 -1.95 -1.91
C 1.67 -2.17 -2.52
C 2.36 -1.09 -2.94
O 3.57 -1.10 -3.62
C 1.78 0.14 -2.72
C 0.53 0.31 -1.99
C 0.33 1.20 3.02
O 0.60 -0.02 3.24
O 0.23 2.17 3.94
H -0.23 3.99 1.57
H 1.27 3.38 1.15
H 0.00 2.81 0.06
H 0.20 0.96 0.81
H -2.06 1.60 2.25
H -0.11 -1.44 0.88
H -1.25 -3.09 1.61
H -2.74 -2.43 1.03
H -2.34 -1.17 -1.24
H -1.70 0.48 -0.62
H -0.14 -2.84 -1.57
H 2.12 -3.23 -2.45
H 3.73 -1.46 -4.55
H 2.21 0.87 -3.37
H 0.17 1.34 -2.02
H -0.32 2.93 3.73
*
```

=====

(8)
A single C12H16N2O5 molecule. Source: the OMol25 dataset; level of theory: ωB97M-V/def2-TZVPD.

Values from the calculation:
Relative energy (zero: lowest compared OMol25 entry of this formula, charge and spin)   8.612 eV
HOMO-LUMO gap   9.17 eV
HOMO energy   -8.7 eV
SMILES string   N[C@@H](Cc1ccc(O)cc1)C(=O)N[C@@H](CO)C(=O)O

Structure (ORCA input):
```
! RIJCOSX wB97M-V def2-TZVPD def2/J DEFGRID3
* xyz 0 1
N 0.53 0.02 1.62
C -0.33 0.08 0.39
C 0.61 1.11 -0.39
C 0.38 2.65 0.11
C 0.89 3.20 1.28
C 0.46 4.38 1.88
C -0.66 5.01 1.18
O -1.29 6.22 1.67
C -0.94 4.72 -0.17
C -0.44 3.44 -0.68
C -0.22 -1.26 -0.49
O -0.40 -1.46 -1.70
N 0.16 -2.34 0.22
C 0.30 -3.70 -0.25
C -1.16 -4.23 -0.27
O -1.77 -4.35 1.02
C 1.02 -3.71 -1.51
O 0.52 -4.26 -2.54
O 2.24 -3.04 -1.57
H 1.64 0.13 1.42
H 0.08 -0.30 2.71
H -1.44 0.43 0.60
H 1.64 0.60 -0.23
H 0.59 1.08 -1.51
H 1.84 2.54 1.60
H 1.01 4.83 2.83
H -0.49 6.48 2.36
H -1.30 5.36 -1.12
H -0.59 3.08 -1.67
H 0.67 -2.15 1.23
H 0.46 -4.27 0.76
H -1.78 -3.78 -0.94
H -1.05 -5.24 -0.66
H -2.70 -4.21 0.67
H 2.72 -3.34 -2.47
*
```

=====

Number 1: maximum force 0.01091 Eh/bohr, DFT total energy -1419.02573 Eh. Number 2: maximum force 0.03505 Eh/bohr, DFT total energy -2460.74684 Eh. Number 3: maximum force 0.02581 Eh/bohr, DFT total energy -1880.33498 Eh. Number 4: maximum force 0.08612 Eh/bohr, DFT total energy -521.25597 Eh. Number 5: maximum force 0.12376 Eh/bohr, DFT total energy -576.20845 Eh. Number 6: maximum force 0.03445 Eh/bohr, DFT total energy -651.63079 Eh. Number 7: maximum force 0.09469 Eh/bohr, DFT total energy -877.22067 Eh. Number 8: maximum force 0.12764 Eh/bohr, DFT total energy -952.36596 Eh.